DFT (the ωB97M-V functional and the def2-TZVPD basis) results for one molecule with the formula C4H7NO.

Last column: Mulliken charge in e.
CARTESIAN COORDINATES (ANGSTROEM)
O1 -1.28 0.63 -1.41  -0.5983
N1 0.95 0.79 -0.82  -0.5617
C1 -0.41 -0.03 0.63  0.2509
C2 0.67 0.92 0.64  -0.4006
C3 -0.07 0.85 -1.64  0.1509
C4 -0.18 -1.50 0.60  -1.1055
H1 0.25 1.10 -2.66  0.4122
H2 1.58 0.60 1.16  0.2903
H3 -0.75 -1.95 -0.21  0.3078
H4 0.87 -1.76 0.52  0.3147
H5 -1.43 0.31 0.71  0.3241
H6 -0.59 -1.91 1.54  0.3626
H7 0.39 1.94 0.94  0.2526

relative energy (zero: lowest compared OMol25 entry of this formula, charge and spin): 79.5 kcal/mol
HOMO level: -8.94 eV

---

DFT (the ωB97M-V functional and the def2-TZVPD basis) results for C4HLi2O2 as an isolated structure at a distorted geometry.

Last column: Mulliken charge in e.
CARTESIAN COORDINATES (ANGSTROEM)
O1 -0.06 2.79 1.11  -0.5588
O2 -0.72 -3.41 -0.42  -0.5080
C1 0.14 0.20 -0.19  0.5235
C2 -0.39 1.55 1.11  -0.1770
C3 -0.27 -1.04 -0.44  -0.7794
C4 -0.19 -2.36 -0.82  -0.3315
Li1 1.80 -1.00 -1.05  0.3856
Li2 1.12 1.90 -0.85  0.1938
H1 -1.42 1.36 1.54  0.2519

net charge: -1
HOMO level (alpha / beta): -0.95 / -1.07 eV

---

DFT (the ωB97M-V functional and the def2-TZVPD basis) results for C35H40CsN3O2S5 as an isolated structure.

Last column: Mulliken charge in e.
CARTESIAN COORDINATES (ANGSTROEM)
Cs1 -0.12 0.60 -0.79  1.4508
S1 -1.71 5.05 -4.79  -0.0768
S2 -3.30 6.85 -6.58  -0.3495
S3 -3.57 3.88 -6.60  -0.1192
S4 -3.09 1.06 -5.73  -0.1497
S5 -0.84 2.51 -3.52  -0.3886
O1 1.67 1.39 3.99  -0.7619
O2 -0.53 -3.70 1.22  -0.7447
N1 0.00 -0.73 1.89  -0.1704
N2 1.54 1.79 1.71  0.1418
N3 -1.74 -2.44 -0.31  0.0581
C1 1.20 1.21 2.85  0.0365
C2 3.79 2.71 1.33  0.9185
C3 2.12 4.04 2.47  0.7264
C4 -4.21 -5.76 1.03  -2.0722
C5 4.08 0.15 1.24  -1.4677
C6 3.58 1.50 -0.84  -0.9314
C7 -3.62 -4.45 0.54  1.5021
C8 -1.09 -2.66 0.82  0.0936
C9 -2.87 5.34 -6.03  0.0708
C10 -3.11 -5.61 -1.65  -0.2937
C11 0.71 4.49 4.51  -1.6152
C12 -1.22 -1.39 -3.43  -1.1695
C13 0.72 4.28 3.00  0.8056
C14 0.04 5.45 2.28  -1.5768
C15 -1.95 -3.55 -1.14  -1.3350
C16 0.73 -2.93 -3.76  -2.1295
C17 3.05 5.07 2.58  -0.0924
C18 -4.04 0.80 -4.21  -0.6410
C19 -1.10 -1.48 1.77  0.0375
C20 4.34 4.94 2.10  -1.4234
C21 -1.31 -3.63 -2.39  0.3034
C22 -1.82 3.29 -4.68  -0.1315
C23 -0.38 -2.51 -2.81  1.7600
C24 -1.57 -4.70 -3.24  -0.5238
C25 -4.72 -3.38 0.42  -1.4733
C26 -2.71 2.76 -5.57  -0.1311
C27 2.49 2.83 1.86  -0.2377
C28 0.00 0.28 2.76  0.4852
C29 4.25 1.50 0.54  0.4810
C30 -2.23 -0.20 3.44  -0.7800
C31 -1.08 0.56 3.58  -1.1239
C32 -2.47 -5.69 -2.88  -1.2692
C33 4.69 3.76 1.46  -0.9450
C34 -2.87 -4.56 -0.78  0.9277
C35 -2.25 -1.22 2.51  -0.2827
H1 5.05 5.75 2.19  0.3460
H2 5.69 3.65 1.06  0.2964
H3 3.76 2.44 -1.36  0.3586
H4 -2.90 -4.12 1.29  0.1560
H5 3.03 -0.13 1.30  0.1679
H6 1.42 -2.10 -3.92  0.4467
H7 0.34 -3.21 -4.74  0.3606
H8 1.30 -3.78 -3.36  0.4399
H9 -5.48 -3.70 -0.30  0.3607
H10 3.93 0.68 -1.46  0.4298
H11 4.61 -0.63 0.69  0.4898
H12 -1.72 -1.76 -4.33  0.3876
H13 4.47 0.19 2.26  0.3603
H14 -2.67 -6.52 -3.55  0.3485
H15 0.02 5.28 1.20  0.3738
H16 1.19 3.63 5.00  0.3303
H17 -3.43 1.10 -3.36  0.0962
H18 -0.31 4.58 4.89  0.4118
H19 -4.30 -2.44 0.09  0.3773
H20 2.75 6.00 3.07  0.2841
H21 -4.63 -5.62 2.03  0.4739
H22 -3.11 0.02 4.04  0.4211
H23 -0.62 -0.52 -3.73  0.3073
H24 2.51 1.40 -0.69  -0.4099
H25 1.26 5.40 4.78  0.3863
H26 -4.25 -0.27 -4.15  0.2752
H27 -4.97 1.36 -4.24  0.3877
H28 0.08 -2.14 -1.89  0.0222
H29 -5.22 -3.23 1.38  0.3507
H30 -3.45 -6.54 1.09  0.4207
H31 -0.99 5.57 2.63  0.4303
H32 -3.13 -1.83 2.35  0.3646
H33 -5.02 -6.12 0.39  0.3477
H34 -1.07 -4.76 -4.20  0.2377
H35 5.33 1.64 0.38  0.4506
H36 -1.00 1.36 4.30  0.4751
H37 -1.99 -1.06 -2.73  0.2155
H38 -3.81 -6.39 -1.37  0.2201
H39 0.13 3.38 2.78  0.1159
H40 0.57 6.39 2.46  0.2927

relative energy (zero: lowest compared OMol25 entry of this formula, charge and spin): 10.5 kcal/mol
net charge: -2
HOMO level: -2.90 eV

---

DFT (the ωB97M-V functional and the def2-TZVPD basis) results for C47H34CoN2O6PSi as an isolated structure at a distorted geometry.

Last column: Mulliken charge in e.
CARTESIAN COORDINATES (ANGSTROEM)
Co1 -0.25 -0.53 -0.30  -0.8331
P1 -0.84 -0.26 1.91  1.4817
Si1 1.94 -0.83 -0.91  1.0659
O1 -1.78 0.28 -1.40  -0.7053
O2 0.45 5.99 -2.44  -0.6044
O3 -1.23 7.05 -3.25  -0.6456
O4 -5.62 5.11 -2.97  -0.6435
O5 -5.88 3.23 -1.98  -0.6112
O6 -0.16 1.48 -0.58  -0.6166
N1 -5.18 4.12 -2.44  1.0580
N2 -0.72 6.06 -2.74  1.0587
C1 -0.26 -0.28 3.65  0.7653
C2 -2.78 -2.00 2.99  0.0279
C3 3.92 -3.10 2.05  -0.6151
C4 -3.69 3.36 1.67  -0.4605
C5 2.08 -2.05 -2.40  -0.3999
C6 1.58 -1.69 -3.65  0.1061
C7 -2.35 3.52 1.97  -0.9072
C8 2.68 -3.30 -2.27  -0.3723
C9 -1.57 4.93 -2.46  -0.1803
C10 -3.21 2.76 -1.91  -0.4212
C11 -3.62 -3.12 2.93  -0.9404
C12 3.26 -1.56 0.30  0.0806
C13 1.15 -1.33 5.30  -0.6467
C14 -1.83 -2.60 0.82  -0.6443
C15 -0.86 0.47 4.66  -0.2894
C16 -3.58 -3.96 1.85  -0.7557
C17 -1.84 2.66 -1.74  0.1617
C18 -3.75 3.97 -2.33  -0.2597
C19 3.56 0.71 -2.75  -0.1269
C20 -0.92 -2.32 -0.25  0.5573
C21 -1.51 2.42 2.06  -0.1699
C22 -1.91 -1.74 1.95  -0.3225
C23 -1.78 -4.30 -1.37  -1.1335
C24 -0.46 0.31 5.98  -0.7388
C25 5.25 -2.72 1.91  -0.5429
C26 -4.20 2.08 1.45  -0.7618
C27 -2.02 1.13 1.89  0.0979
C28 4.02 3.07 -2.64  -0.5865
C29 -2.94 5.05 -2.63  -0.3980
C30 -0.92 -3.18 -1.32  0.1488
C31 2.82 0.76 -1.57  0.3175
C32 0.54 -0.60 6.30  -0.5133
C33 -2.64 -4.58 -0.35  -0.9270
C34 2.75 1.98 -0.91  -0.3909
C35 2.80 -4.15 -3.36  -0.7051
C36 4.16 1.85 -3.28  -0.7405
C37 -1.23 1.40 -1.23  0.9616
C38 4.60 -1.18 0.18  -0.4423
C39 0.76 -1.17 3.98  -0.2396
C40 2.94 -2.53 1.25  -0.2519
C41 -3.36 0.97 1.55  -0.4470
C42 5.58 -1.76 0.97  -0.7817
C43 2.33 -3.76 -4.61  -0.6028
C44 -2.69 -3.73 0.78  1.1523
C45 -1.01 3.74 -2.01  -0.4351
C46 1.71 -2.53 -4.75  -0.6917
C47 3.32 3.13 -1.44  -0.4798
H1 -5.24 1.95 1.19  0.3989
H2 1.31 -2.23 -5.71  0.3842
H3 4.45 3.97 -3.07  0.3574
H4 -1.63 1.19 4.43  0.3521
H5 0.06 3.66 -1.87  0.7760
H6 -0.46 2.55 2.26  0.4102
H7 -3.37 5.98 -2.97  0.6128
H8 -2.82 -1.34 3.84  0.4942
H9 1.07 -0.74 -3.76  0.3847
H10 -0.92 0.89 6.77  0.3990
H11 -3.29 -5.44 -0.40  0.3383
H12 2.23 2.05 0.04  0.2880
H13 1.91 -2.85 1.35  0.5214
H14 4.88 -0.44 -0.55  0.3396
H15 -4.25 -4.82 1.80  0.3570
H16 2.44 -4.42 -5.47  0.3432
H17 6.62 -1.45 0.85  0.4015
H18 -4.31 -3.31 3.75  0.3876
H19 3.05 -3.62 -1.31  0.3375
H20 3.27 -5.12 -3.24  0.3868
H21 3.65 -3.86 2.78  0.4222
H22 3.21 4.08 -0.93  0.4105
H23 -0.26 -3.00 -2.16  0.3581
H24 1.24 -1.74 3.19  0.1872
H25 1.94 -2.03 5.54  0.4460
H26 3.67 -0.23 -3.28  0.3728
H27 0.84 -0.74 7.34  0.3655
H28 6.01 -3.16 2.53  0.3519
H29 -1.94 4.52 2.12  0.4276
H30 -4.34 4.22 1.59  0.4285
H31 -3.76 -0.02 1.36  0.3727
H32 -3.86 1.92 -1.70  0.6804
H33 -1.75 -4.94 -2.25  0.4518
H34 4.74 1.78 -4.20  0.3949

relative energy (zero: lowest compared OMol25 entry of this formula, charge and spin): 10.0 kcal/mol
net charge: -1
expectation value of S²: 0.797
HOMO level (alpha / beta): -4.31 / -4.53 eV
multiplicity: 2

---

DFT (the ωB97M-V functional and the def2-TZVPD basis) results for C32H46BrClF19N4O4PSSi2 as an isolated structure at a distorted geometry.

Last column: Mulliken charge in e.
CARTESIAN COORDINATES (ANGSTROEM)
Br1 -0.53 -1.17 -5.41  -0.1555
Cl1 1.89 -3.75 -3.29  -0.2806
S1 2.42 2.30 -1.77  1.0367
P1 1.51 -3.61 -1.26  -0.0905
Si1 2.32 -1.64 -0.47  0.2208
Si2 2.87 0.30 -2.63  0.2806
F1 3.38 3.67 5.01  -0.2580
F2 5.74 -0.42 3.69  -0.3297
F3 6.76 0.78 2.35  -0.3270
F4 5.40 1.79 4.63  -0.3370
F5 5.80 3.79 3.47  -0.3055
F6 -0.26 3.76 3.20  -0.2823
F7 0.47 -0.92 2.65  -0.4056
F8 3.61 1.33 3.65  -0.2879
F9 1.37 5.50 2.82  -0.1736
F10 1.15 2.53 4.13  -0.1911
F11 1.48 5.73 4.90  -0.3498
F12 3.95 4.90 1.89  -0.3541
F13 2.75 3.21 1.99  -0.1516
F14 3.70 2.88 -1.08  -0.1319
F15 4.24 0.79 0.81  -0.1367
F16 5.67 -0.79 0.85  -0.3993
F17 5.51 3.02 1.55  -0.2869
F18 -0.04 3.88 5.25  -0.2832
F19 3.80 5.55 4.20  -0.3085
O1 2.24 3.06 -2.94  -0.6081
O2 -0.13 -3.49 -1.03  -0.0971
O3 3.35 -0.81 -1.51  -0.4879
O4 1.29 2.33 -0.92  -0.4088
N1 0.52 -5.99 1.68  -0.4445
N2 -4.01 -0.13 2.20  -0.3617
N3 -0.46 7.93 -2.94  -0.4392
N4 -2.99 -2.67 -3.00  -0.2956
C1 -1.66 -7.78 -0.29  -0.5386
C2 4.86 1.67 3.44  0.7121
C3 -1.30 -1.58 1.25  -1.6673
C4 3.41 -2.21 0.97  -0.9112
C5 3.69 -1.12 1.99  -1.2772
C6 -1.29 -6.83 -1.43  -0.8880
C7 -0.60 0.85 -3.40  -0.9761
C8 -6.58 -0.43 2.40  -0.4507
C9 -5.39 -2.44 -3.96  -0.4789
C10 0.62 3.71 4.16  0.7134
C11 0.88 6.15 0.03  -0.9852
C12 -6.38 -2.97 2.49  -1.0238
C13 0.56 7.77 -2.46  0.1925
C14 4.78 -0.15 1.60  1.1855
C15 -5.13 -0.26 2.29  0.2021
C16 0.20 -1.48 1.42  1.3188
C17 -0.48 -6.46 1.42  0.2828
C18 1.91 6.22 -1.10  0.1124
C19 0.91 -0.68 0.30  0.0891
C20 1.87 7.56 -1.85  -0.5820
C21 -5.26 -2.00 -5.42  -0.4487
C22 -1.75 -7.07 1.07  -0.3842
C23 -4.54 -0.66 -5.56  -0.8400
C24 -4.05 -2.58 -3.41  0.1973
C25 5.56 0.48 2.76  0.0381
C26 0.17 -0.43 -3.67  1.1879
C27 3.14 4.44 3.99  0.3372
C28 3.66 3.86 2.65  0.9122
C29 1.65 4.86 3.92  0.6155
C30 4.99 3.06 2.75  0.4578
C31 -6.92 -1.71 3.17  -0.4195
C32 1.64 -0.23 -3.95  -1.2516
H1 -6.51 -1.65 4.18  0.2969
H2 2.91 6.08 -0.69  0.2086
H3 2.81 -2.95 1.48  0.3357
H4 0.58 -2.49 1.41  -0.2689
H5 -4.71 -2.77 -5.97  0.2964
H6 2.08 8.38 -1.17  0.3197
H7 -6.99 0.44 2.91  0.2913
H8 -0.14 6.23 -0.35  0.4285
H9 -6.25 -1.93 -5.87  0.3114
H10 2.62 7.57 -2.64  0.3376
H11 -5.07 0.13 -5.03  0.3236
H12 -3.53 -0.72 -5.15  0.0453
H13 -1.26 -7.37 -2.37  0.3807
H14 0.14 -0.32 -0.37  0.3030
H15 -0.60 -3.31 -1.86  0.1645
H16 -0.03 1.71 -3.69  0.2587
H17 -4.48 -0.39 -6.61  0.3342
H18 -1.78 -1.07 2.06  0.5394
H19 4.09 0.59 -3.40  -0.2599
H20 -2.52 -6.29 1.04  0.2334
H21 1.73 5.41 -1.80  0.0415
H22 -2.02 -6.03 -1.52  0.2765
H23 -6.78 -3.07 1.48  0.2912
H24 -0.06 -1.19 -2.94  -0.7371
H25 -0.94 0.92 -2.38  0.2173
H26 -1.63 -1.20 0.31  0.3671
H27 1.69 0.58 -4.68  0.5918
H28 -5.95 -1.70 -3.38  0.2715
H29 -8.00 -1.79 3.26  0.3059
H30 -1.57 -2.63 1.26  0.2607
H31 -0.31 -6.38 -1.27  0.1467
H32 -5.91 -3.39 -3.89  0.2798
H33 3.90 -1.61 2.92  0.6776
H34 1.04 6.95 0.75  0.3294
H35 -6.67 -3.86 3.05  0.3190
H36 1.30 0.20 0.79  -0.0096
H37 -7.01 -0.47 1.39  0.2565
H38 -0.91 -8.57 -0.23  0.3136
H39 -5.29 -2.96 2.43  0.2635
H40 2.07 -1.08 -4.44  0.5813
H41 -2.61 -8.25 -0.51  0.3265
H42 -2.03 -7.78 1.85  0.3292
H43 -1.48 0.87 -4.01  0.4121
H44 4.29 -2.73 0.62  0.7149
H45 0.96 5.20 0.55  0.0543
H46 2.82 -0.52 2.20  0.2380

relative energy (zero: lowest compared OMol25 entry of this formula, charge and spin): 0.0 kcal/mol
HOMO level: -8.35 eV

---

DFT (the ωB97M-V functional and the def2-TZVPD basis) results for C10H10BCdClF4 as an isolated structure at a distorted geometry.

Last column: Mulliken charge in e.
CARTESIAN COORDINATES (ANGSTROEM)
Cd1 -1.18 -0.01 0.33  0.9885
Cl1 -1.95 -1.98 -0.78  -0.5612
F1 -4.14 2.04 2.31  -0.4019
F2 -2.55 0.34 2.51  -0.3350
F3 -3.75 1.15 4.37  -0.3765
F4 -4.87 -0.15 2.75  -0.3657
C1 0.18 1.85 1.82  -0.3021
C2 2.99 -3.01 -1.28  -0.5360
C3 0.58 1.69 0.45  -0.8284
C4 1.90 -3.32 -2.15  -0.5277
C5 -0.50 2.18 -0.37  -0.9926
C6 1.90 -2.38 -3.22  -0.5446
C7 3.67 -1.87 -1.82  -0.5438
C8 -1.13 2.39 1.85  -0.3485
C9 -1.55 2.64 0.51  -0.2405
C10 3.00 -1.48 -3.02  -0.5518
B1 -3.90 0.83 3.00  0.5409
H1 1.19 -4.14 -2.02  0.3458
H2 3.27 -3.55 -0.39  0.3663
H3 -1.69 2.65 2.74  0.3768
H4 0.81 1.63 2.68  0.3921
H5 1.57 1.38 0.09  0.5121
H6 -0.43 2.41 -1.43  0.5088
H7 1.21 -2.36 -4.06  0.3440
H8 4.55 -1.40 -1.40  0.3530
H9 -2.47 3.11 0.22  0.3870
H10 3.28 -0.66 -3.67  0.3410

relative energy (zero: lowest compared OMol25 entry of this formula, charge and spin): 0.0 kcal/mol
net charge: -2
HOMO level: -0.53 eV

---

Respective E values: -7796.199 -8663.236 -100238.856 -119347.749 -218159.868 -39171.927 eV.